The following is a quantum chemistry calculation of C4H6N2O as an isolated structure in a non-equilibrium geometry, from the Open Molecules 2025 dataset.

Structure (XYZ):
```
13
Properties=species:S:1:pos:R:3:forces:R:3:nbo_charge:R:1
O 2.437242 -0.171405 0.794512 -1.801 -0.531 -0.984 -0.484
N 0.351762 -0.377885 1.875416 1.350 -1.047 0.246 -0.586
N 1.179343 0.484782 -1.611861 0.537 0.083 0.007 -0.800
C -1.974457 -0.185346 1.014457 0.032 -0.111 0.307 -0.562
C 0.037690 0.082223 -0.914315 -1.746 -0.075 0.756 -0.313
C 1.286257 -0.357729 0.991008 1.686 0.744 2.987 0.853
C -0.662980 -0.138214 1.053368 -0.111 0.779 -3.283 0.279
H 1.528817 1.394107 -1.340476 0.073 -0.088 -0.097 0.373
H -0.753362 0.810771 -1.062909 -0.100 -0.042 0.012 0.203
H 1.924589 -0.199629 -1.612415 0.033 0.226 0.071 0.374
H -2.493798 -0.754902 1.776171 -0.061 0.216 0.203 0.233
H -0.304714 -0.902509 -1.220702 0.048 0.034 0.015 0.204
H -2.556391 0.315735 0.257745 0.058 -0.188 -0.241 0.227
```
Forces are in eV/Å.

Kohn-Sham gap = 0.30360 Ha
total charge = 0
LUMO level = 0.02 eV

***

The following is a quantum chemistry calculation of the molecule C2H2IN3S in a non-equilibrium geometry, from the Open Molecules 2025 dataset.

Structure (XYZ):
```
9
Properties=species:S:1:pos:R:3:forces:R:3:nbo_charge:R:1
I -2.846512 -0.703382 0.042711 1.406 0.339 -0.357 0.280
S 2.771869 -0.102207 -0.875792 0.818 -0.604 -0.507 -0.128
N -0.885210 0.255455 -0.121858 -2.005 -0.044 0.500 -0.338
N 0.994379 0.419151 0.945916 0.638 0.458 3.588 -0.460
N 0.137786 -0.094547 -1.017088 -3.280 -1.014 0.112 -0.424
C -0.260407 0.462167 1.086740 -2.644 -0.594 -0.571 0.247
C 1.266944 -0.025124 -0.262368 2.529 0.006 -3.053 0.160
H -0.244401 -0.717500 -1.766085 1.522 0.881 0.775 0.440
H -0.934447 0.505987 1.967823 1.015 0.571 -0.487 0.222
```
Forces are in eV/Å.

Kohn-Sham gap (alpha / beta) = 0.21848 / 0.21835 Ha
total charge = 0
LUMO level (alpha / beta) = -2.28 / -2.28 eV

***

The following is a quantum chemistry calculation of a 2-piece molecular cluster, C9H8INO8S overall, from the Open Molecules 2025 dataset.

Structure (XYZ):
```
28
Properties=species:S:1:pos:R:3:forces:R:3:nbo_charge:R:1
I 1.438727 0.668101 -1.988658 0.076 -0.021 -0.028 0.247
S 0.851612 -3.726440 -1.882443 0.018 0.013 0.095 2.550
O -0.111058 5.736509 -1.248812 -0.176 -0.073 -0.128 -0.482
O 0.673377 1.478642 1.058491 -0.166 -0.191 -0.051 -0.480
O 2.081732 -3.342853 -0.939697 0.096 -0.140 -0.043 -0.690
O 0.012047 -2.596442 -2.053301 -0.075 -0.040 -0.107 -0.901
O 1.355238 -4.439443 -2.999583 0.013 0.046 -0.042 -0.896
O -1.880511 -0.089912 2.542044 0.169 0.002 -0.453 -0.245
O -1.624420 2.045118 2.910491 0.731 0.241 -0.316 -0.439
O 0.136462 -4.727428 -0.866665 -0.043 0.100 0.097 -0.687
N -1.096624 0.679472 2.906650 -0.489 -0.063 0.663 0.437
C -2.143547 2.500475 1.670889 -0.478 -0.037 0.140 -0.126
C -1.135334 2.976430 0.654903 0.030 0.061 0.020 -0.078
C 0.068212 2.164444 0.275229 -0.003 0.076 -0.070 0.486
C 1.877104 -3.841381 0.390580 -0.162 0.107 0.191 -0.099
C 0.511593 2.313136 -1.156490 -0.018 0.020 0.066 -0.214
C -1.302625 4.134764 0.020433 0.000 -0.031 0.024 -0.226
C 1.042832 -5.090863 0.185521 0.207 -0.156 -0.015 -0.101
C 0.323060 3.470400 -1.783940 0.051 -0.178 0.081 -0.280
C -0.341243 4.569736 -1.030971 -0.035 0.075 -0.110 0.500
H 1.343337 -3.086167 0.969522 -0.015 -0.014 0.003 0.200
H -2.806333 1.749580 1.224794 0.145 -0.098 0.003 0.203
H 2.841124 -4.043276 0.848474 0.070 0.025 -0.137 0.214
H 0.472723 -5.373115 1.065603 -0.136 0.054 -0.071 0.215
H -2.127603 4.802322 0.242992 0.140 0.108 0.098 0.233
H 0.662206 3.648771 -2.795792 0.076 0.164 0.072 0.247
H -2.772335 3.352896 1.928607 -0.047 -0.061 0.006 0.216
H 1.650245 -5.933476 -0.148874 0.019 0.009 0.013 0.195
```
Forces are in eV/Å.

Kohn-Sham gap = 0.29955 Ha
total charge = 0
LUMO level = -1.37 eV

***

The following is a quantum chemistry calculation of a 2-piece molecular cluster, C3H6N4O overall in a non-equilibrium geometry, from the Open Molecules 2025 dataset.

Structure (XYZ):
```
14
Properties=species:S:1:pos:R:3:forces:R:3:nbo_charge:R:1
O -1.307966 -0.714178 -1.701555 0.196 0.486 0.135 -0.582
N -1.485630 0.430201 0.557281 0.871 -0.692 -1.483 -0.695
N 1.928624 -0.918571 -0.541775 -0.252 -0.014 0.666 -0.605
N 0.804189 -0.200462 2.357385 -0.885 -0.109 -0.619 -0.366
N 0.615676 -0.982819 0.012260 -0.705 0.452 0.586 -0.482
C -0.962212 0.032509 -0.827224 -2.402 0.496 0.823 0.700
C 0.378922 -0.522911 1.320724 2.876 -0.776 0.386 0.403
C -0.876970 1.420310 -0.369857 0.252 0.146 0.110 -0.337
H -0.000583 1.914649 0.039411 0.181 -0.070 -0.169 0.208
H -2.450140 0.515626 0.849292 -0.170 -0.117 -0.543 0.396
H 2.152793 0.060733 -0.702849 -0.107 -0.135 0.051 0.360
H 2.582571 -1.279844 0.150107 0.030 0.099 -0.095 0.359
H 0.158779 -1.855162 -0.245031 0.151 0.249 0.255 0.424
H -1.538053 2.099919 -0.898169 -0.037 -0.015 -0.102 0.218
```
Forces are in eV/Å.

Kohn-Sham gap = 0.36846 Ha
total charge = 0
LUMO level = 0.74 eV

***

The following is a quantum chemistry calculation of a 2-piece molecular cluster, C9H15BrF3N2O4 overall in a non-equilibrium geometry, from the Open Molecules 2025 dataset.

Structure (XYZ):
```
34
Properties=species:S:1:pos:R:3:forces:R:3:nbo_charge:R:1
Br -2.086336 -2.587314 1.967298 0.136 -0.037 -0.156 0.250
F -1.455768 -4.129569 -0.821461 0.536 4.744 0.282 -0.352
F 0.027897 -2.347073 -0.258092 -3.956 -0.623 -1.758 -0.370
F -1.522141 -2.162818 -2.170154 0.706 -1.351 5.792 -0.249
O -3.566440 -0.900497 -3.634987 0.740 0.335 -1.091 -1.331
O -3.896195 -0.441557 -0.750232 7.617 -1.266 5.374 -0.469
O 3.323099 -1.567106 1.752389 -4.831 6.288 -1.270 -0.617
O -1.960510 0.286791 0.671959 -2.098 -2.023 -2.791 -0.551
N -2.453852 -2.173288 0.178194 1.713 2.036 -2.246 -0.586
N 2.982137 0.455082 0.434295 -2.722 -0.813 1.677 -0.490
C 1.168532 -0.330511 2.443988 -0.386 -0.026 -0.101 -0.744
C 2.075178 1.655193 0.274779 -0.150 1.137 -1.155 -0.225
C -2.029230 1.618422 0.050910 0.977 2.501 0.162 -0.088
C 2.530040 -0.480427 1.538070 4.016 -4.566 0.348 0.683
C 3.140459 -0.259886 -0.896260 0.073 -0.229 -0.829 -0.435
C -2.810850 -0.698500 -0.013695 -5.149 1.915 -3.251 0.854
C 0.655005 1.332138 -0.496559 0.750 0.121 0.410 -0.460
C -0.515932 2.328820 0.096564 -0.517 -0.176 -1.380 -0.429
C -1.364632 -2.622340 -0.770446 0.608 -2.142 -1.770 1.081
H -2.704673 2.326588 0.734212 1.115 -1.757 -1.719 0.188
H 3.006709 0.531971 -1.777655 0.237 -1.704 2.061 0.207
H -2.339986 1.627573 -1.077053 0.192 -0.530 2.337 0.257
H 0.293247 -0.863877 1.859063 1.871 1.118 0.968 0.272
H 1.236823 -0.895341 3.491219 0.357 1.256 -2.504 0.251
H 0.862075 1.483004 -1.652298 -0.848 -0.219 2.419 0.228
H -0.258557 2.788683 1.141910 -0.441 -1.213 -1.831 0.200
H -4.025950 -1.044834 -2.827991 -0.644 -0.241 0.947 0.390
H 2.657554 2.419808 -0.433281 -1.085 -1.555 1.711 0.201
H 4.217603 -0.713140 -1.015636 -2.326 0.676 0.449 0.227
H -0.602759 3.252988 -0.653328 0.108 -1.915 1.691 0.220
H 0.441489 0.189966 -0.346038 0.006 2.291 -0.159 0.232
H 1.879199 2.207555 1.288340 0.520 -1.293 -1.837 0.206
H 0.818943 0.773559 2.630260 0.840 -2.114 -0.463 0.224
H 2.277823 -1.060064 -0.958285 2.035 1.373 -0.315 0.224
```
Forces are in eV/Å.

Kohn-Sham gap = 0.14363 Ha
total charge = -1
LUMO level = 1.64 eV

***

The following is a quantum chemistry calculation of an isolated ion of composition C2H3O3 and charge +1 in a non-equilibrium geometry, from the Open Molecules 2025 dataset.

Structure (XYZ):
```
8
Properties=species:S:1:pos:R:3:forces:R:3:nbo_charge:R:1
O -3.200242 -0.398940 0.000018 -1.017 -4.857 0.000 0.195
O -4.211145 0.234739 -0.000003 -0.708 1.812 0.000 0.067
O -1.999223 0.340187 0.000010 3.453 3.072 0.000 -0.107
C -0.852407 -0.323235 -0.000147 -2.414 -0.990 0.000 0.201
C 0.292564 0.401501 -0.000187 0.927 1.001 0.002 -0.107
H 1.255016 -0.089950 0.000026 -0.026 -0.142 -0.001 0.254
H -0.885629 -1.411330 -0.000140 -0.151 0.059 0.000 0.247
H 0.270450 1.483625 0.000140 -0.066 0.043 -0.001 0.250
```
Forces are in eV/Å.

Kohn-Sham gap (alpha / beta) = 0.39392 / 0.28161 Ha
total charge = +1
LUMO level (alpha / beta) = -6.61 / -9.09 eV

***

The following is a quantum chemistry calculation of an isolated ion of composition C11H12NO and charge +1 in a non-equilibrium geometry, from the Open Molecules 2025 dataset.

Structure (XYZ):
```
25
Properties=species:S:1:pos:R:3:forces:R:3:nbo_charge:R:1
O -1.451022 -1.329317 0.185001 -2.627 1.279 2.693 -0.344
N -0.305297 2.562651 -0.550386 0.224 -1.619 -0.123 -0.406
C -1.562061 -2.743451 0.228584 1.238 -1.829 -3.636 -0.303
C 0.552588 1.662272 -0.395145 -2.031 -0.555 1.249 0.558
C 0.129310 3.812025 -0.567147 0.970 0.243 0.356 0.060
C 1.449320 4.115986 -0.275862 -0.456 -2.780 -0.557 -0.220
C -2.449992 -0.932290 1.230819 -2.002 2.846 1.983 -0.304
C 0.864176 -1.313516 0.185339 3.337 -0.885 -0.293 -0.397
C 1.862708 1.709089 -0.018508 0.996 -0.462 0.271 -0.192
C -0.213470 -0.635051 0.329015 -0.359 4.329 -0.845 0.153
C 2.305337 3.054992 0.003394 -1.823 -0.285 -0.236 -0.100
C 2.697642 0.540486 0.266217 -1.783 -1.810 -0.705 -0.196
C 2.239117 -0.757489 0.212373 0.796 1.346 0.785 -0.132
H -3.523385 -1.099780 0.891262 1.747 -0.181 -0.148 0.240
H -0.548426 4.589478 -0.692191 -1.355 1.055 -0.442 0.216
H 0.824069 -2.368228 0.101384 0.160 -1.108 -0.082 0.219
H 3.078297 -1.458170 0.322892 -0.765 -0.106 -0.058 0.230
H -2.325634 -1.437191 2.245926 0.482 0.124 -1.724 0.234
H -2.416651 0.196497 1.495912 0.576 -1.874 -1.052 0.258
H 3.251391 3.247929 0.376199 1.957 0.248 0.388 0.237
H 1.758043 5.095504 -0.375542 0.748 1.874 0.302 0.244
H -1.119438 -3.233443 1.095626 0.302 0.233 -0.361 0.236
H 3.751507 0.622638 0.420415 0.416 0.562 -0.026 0.238
H -1.274320 -2.996866 -0.837531 0.877 -0.584 1.582 0.240
H -2.576969 -2.974971 0.102709 -1.623 -0.063 0.680 0.231
```
Forces are in eV/Å.

Kohn-Sham gap (alpha / beta) = 0.28601 / 0.28594 Ha
total charge = +1
LUMO level (alpha / beta) = -4.36 / -4.36 eV

***

The following is a quantum chemistry calculation of the molecule C19H23N5O3S2 in a non-equilibrium geometry, from the Open Molecules 2025 dataset.

Structure (XYZ):
```
52
Properties=species:S:1:pos:R:3:forces:R:3:nbo_charge:R:1
S 1.978477 1.415641 3.040814 0.097 0.251 0.217 2.157
S -1.843371 2.215686 -2.437913 0.005 0.029 -0.108 0.240
O 2.139816 2.352122 4.119779 0.100 0.392 -0.073 -0.945
O 1.619693 0.069117 3.389378 -0.148 -0.440 -0.318 -0.951
O 0.886416 0.145205 -1.532136 0.004 -0.262 -0.113 -0.643
N -1.782907 -2.565233 -0.890047 0.084 -0.080 -0.079 -0.375
N -1.614189 0.408263 0.960401 -0.005 -0.910 0.585 -0.201
N -1.810367 1.301690 0.015207 0.026 0.863 0.166 -0.301
N 0.996451 2.243607 -0.713376 0.085 0.000 0.324 -0.440
N -2.042500 -0.325469 -1.703356 -0.102 -0.829 0.090 -0.459
C 0.648423 1.336205 -1.656060 0.279 0.061 -0.248 0.685
C -1.441459 -3.102052 0.345121 0.146 0.165 0.656 0.259
C -1.828528 -1.229272 -0.765303 0.056 1.145 0.309 0.392
C -0.104049 1.814278 -2.885002 -0.461 -0.144 -0.079 -0.610
C -1.242484 -4.425384 0.699024 -0.014 -0.089 -0.087 -0.288
C -1.952984 0.911719 -1.229905 -0.310 0.107 -0.603 0.227
C -0.866961 -4.690985 2.005618 -0.018 0.006 -0.103 -0.172
C 1.578944 1.726619 0.515002 0.180 -0.174 -0.353 -0.067
C 0.833700 2.078892 1.790553 0.470 -0.295 0.378 -0.679
C -1.276532 -2.066786 1.296375 0.010 -0.400 0.117 -0.153
C 3.039866 2.142563 0.747383 -0.067 -0.048 -0.398 -0.411
C -1.553498 -0.850229 0.596368 -0.245 0.096 -0.885 0.166
C 0.798170 3.671617 -0.871083 0.160 0.248 -0.306 -0.228
C -0.681370 -3.672816 2.936944 0.035 0.052 0.189 -0.237
C -0.880112 -2.348162 2.596542 -0.041 -0.121 -0.182 -0.132
C -3.454805 -3.859102 -2.132724 0.215 0.070 -0.009 -0.613
C 1.911741 4.343285 -1.676736 -0.176 -0.035 0.205 -0.614
C 3.484677 1.400229 1.989960 -0.616 0.082 0.344 -0.649
C -2.038130 -3.292156 -2.108127 -0.260 -0.213 -0.272 -0.214
H -0.709152 -1.548065 3.298325 0.016 0.084 0.106 0.243
H 2.037224 3.871852 -2.647986 0.014 -0.030 -0.108 0.202
H 4.291112 1.883893 2.530017 -0.010 0.002 0.156 0.251
H 0.306917 2.707821 -3.344598 0.058 0.054 -0.010 0.239
H 1.552561 0.634634 0.405174 0.027 0.232 0.007 0.262
H -1.300923 -4.095004 -2.196923 0.008 0.132 -0.034 0.205
H 3.096287 3.218729 0.921107 0.029 0.071 -0.060 0.205
H -1.364406 -5.226194 -0.013865 -0.024 -0.082 -0.073 0.219
H 2.862543 4.290346 -1.153929 0.119 0.005 0.023 0.207
H 1.661618 5.389438 -1.831597 0.036 0.151 -0.053 0.217
H -0.126462 0.993732 -3.602508 0.178 0.112 0.126 0.254
H 3.654014 1.890144 -0.118304 0.010 0.048 0.025 0.230
H -0.704723 -5.715912 2.304860 0.016 -0.077 0.020 0.216
H -0.370232 -3.924449 3.938835 0.033 -0.023 0.093 0.220
H -4.181937 -3.052927 -2.071761 -0.072 0.050 0.000 0.217
H -3.613548 -4.533424 -1.294118 -0.050 -0.069 0.050 0.210
H -0.169538 3.848710 -1.345044 0.067 0.000 0.189 0.228
H 0.748875 3.145576 1.972568 0.051 0.131 0.038 0.234
H 0.755533 4.117032 0.122542 -0.098 -0.006 -0.030 0.207
H -3.618149 -4.405347 -3.057491 -0.059 -0.080 -0.084 0.217
H -0.132169 1.588697 1.879409 0.095 -0.012 0.188 0.295
H 3.721960 0.359291 1.793757 -0.023 -0.101 -0.006 0.245
H -1.899532 -2.587665 -2.931172 0.090 -0.117 0.071 0.234
```
Forces are in eV/Å.

Kohn-Sham gap = 0.31126 Ha
total charge = 0
LUMO level = -0.25 eV

***

The following is a quantum chemistry calculation of a 2-piece molecular cluster, C4H9NO4 overall in a non-equilibrium geometry, from the Open Molecules 2025 dataset.

Structure (XYZ):
```
18
Properties=species:S:1:pos:R:3:forces:R:3:nbo_charge:R:1
O 1.597928 0.646405 -0.469076 0.411 -0.950 0.418 -0.789
O 3.693110 -0.246315 -0.427886 -0.163 -0.442 -0.136 -0.630
O 2.087866 -1.094331 0.877658 -2.173 -0.320 0.777 -0.698
O -0.221669 -0.236464 1.480216 0.371 0.310 -0.313 -0.687
N -1.299318 -0.304627 -0.502981 0.464 0.173 -0.140 -0.580
C 2.565274 -0.323927 -0.026573 0.006 2.521 -0.470 0.989
C -0.795722 0.359916 0.551602 -1.567 -0.720 0.780 0.747
C -0.955397 -1.676283 -0.817523 0.134 -0.186 0.124 -0.427
C -1.275703 1.778164 0.706809 0.414 0.242 -0.104 -0.708
H -0.968201 2.168456 1.675833 0.022 -0.102 -0.115 0.249
H -1.834638 -2.193738 -1.202642 0.089 0.039 -0.031 0.208
H -2.363258 1.829417 0.627764 0.084 -0.069 -0.032 0.234
H -0.140136 -1.724843 -1.544074 -0.087 -0.016 0.020 0.208
H 2.063362 1.373975 -0.898433 0.330 -0.363 -0.079 0.498
H -0.629665 -2.173861 0.096150 -0.070 0.058 -0.095 0.234
H 1.057362 -0.807937 1.184389 1.777 -0.339 -0.698 0.521
H -1.742656 0.228620 -1.231292 0.016 0.127 0.047 0.395
H -0.838541 2.397373 -0.079941 -0.057 0.038 0.046 0.234
```
Forces are in eV/Å.

Kohn-Sham gap = 0.39297 Ha
total charge = 0
LUMO level = 0.45 eV